Entry one
A single C3H2ClFOS molecule. Source: the OMol25 dataset; level of theory: ωB97M-V/def2-TZVPD.

**Gap between HOMO and LUMO**: 9.686 eV
**HOMO energy**: -8.99 eV
**E_LUMO**: 0.70 eV
**SMILES**: O=CS/C=C(\F)Cl

Geometry as XYZ:
```
9
Properties=species:S:1:pos:R:3:lowdin_charge:R:1
H 0.9116 0.7951 -2.5319 0.1285
Cl 1.5283 -0.4688 2.2654 0.8382
S -1.0716 0.3165 -0.9239 0.9925
F -0.6943 -0.9419 1.5367 -0.0636
C 0.3068 0.5823 0.1016 -0.4549
O -0.9343 0.5422 -3.4161 0.0158
C -0.2264 0.5051 -2.5261 -0.5838
H 1.2941 0.6910 -0.2119 0.0600
C 0.3665 -0.1607 1.1766 -0.9328
```

---

Entry two
A single C3H2ClFOS molecule. Source: the OMol25 dataset; level of theory: ωB97M-V/def2-TZVPD.

**Gap between HOMO and LUMO**: 7.680 eV
**HOMO energy**: -9.38 eV
**E_LUMO**: -1.70 eV
**SMILES**: O=C(C=S)[C@H](F)Cl

Geometry as XYZ:
```
9
Properties=species:S:1:pos:R:3:lowdin_charge:R:1
H -1.7695 1.0288 -0.6512 0.1280
C 0.3035 0.4293 -0.3729 -0.4931
F -1.3286 0.4431 1.2540 0.0009
C 1.2334 -0.4470 0.3747 -0.6460
H 0.8603 -0.8213 1.3712 0.0758
O 0.7085 1.1127 -1.3210 0.0736
C -1.1910 0.2986 -0.0717 -0.7071
S 2.7473 -0.7306 0.0068 0.8115
Cl -1.5640 -1.3136 -0.5900 0.7564
```

---

Most stable structure - entry two; separation to the second - 0.0234 hartree.

---

Entry one
2 unconnected molecules or ions with the total composition CH4NOS. Source: the OMol25 dataset; level of theory: ωB97M-V/def2-TZVPD.

**Gap between HOMO and LUMO**: 7.295 eV
**HOMO energy**: -3.16 eV
**E_LUMO**: 4.14 eV
**Net charge**: -1

Geometry as XYZ:
```
8
Properties=species:S:1:pos:R:3:lowdin_charge:R:1
C -0.9871 -0.8635 0.5763 -0.3999
H -1.7191 -0.6657 -0.2944 0.1330
S 1.7266 1.7300 -1.1633 -0.2301
N -0.0105 0.0270 0.7890 0.0820
H 0.0688 0.6745 0.0269 -0.0963
O -1.3433 -1.7990 1.3810 -0.1210
H 1.4426 1.2806 -2.4232 -0.4385
H 0.8220 -0.3840 1.1079 0.0711
```

---

Entry two
3 unconnected molecules or ions with the total composition CH4NOS. Source: the OMol25 dataset; level of theory: ωB97M-V/def2-TZVPD.

**Gap between HOMO and LUMO (spin up / spin down)**: 2.812 / 2.996 eV
**HOMO energy (spin up / spin down)**: -2.25 / -2.25 eV
**E_LUMO (spin up / spin down)**: 0.56 / 0.74 eV
**Net charge**: -1

Geometry as XYZ:
```
8
Properties=species:S:1:pos:R:3:lowdin_charge:R:1
H 2.3561 -1.0427 1.1665 -0.0610
H 2.3625 -1.5212 -0.7289 0.0110
O 1.8372 1.9698 0.4191 -0.1490
N 2.2684 1.0606 -0.3809 -0.1191
H -5.7043 -0.5586 0.6530 -0.4904
S -6.7128 0.0426 -0.0869 -0.5096
C 2.0359 -0.9714 0.2027 0.2009
H 1.5570 1.0210 -1.2446 0.1172
```

---

Most stable structure - entry one; separation to the second - 0.2906 hartree.

---

Entry one
A single C6H9P molecule. Source: the OMol25 dataset; level of theory: ωB97M-V/def2-TZVPD.

**Gap between HOMO and LUMO (spin up / spin down)**: 7.793 / 7.631 eV
**HOMO energy (spin up / spin down)**: -8.13 / -7.65 eV
**E_LUMO (spin up / spin down)**: -0.34 / -0.02 eV

Geometry as XYZ:
```
16
Properties=species:S:1:pos:R:3:lowdin_charge:R:1
H -1.6603 1.8395 2.0151 -0.0319
H 2.7709 -0.6821 0.6511 0.0692
C -1.5074 0.9053 1.5554 -0.2036
P -1.3658 0.9806 -0.2201 0.8482
C 1.6836 -0.6492 0.6316 0.0553
C -0.1184 -1.2230 -1.0601 -0.1320
H 0.0804 -2.0955 -1.6295 0.0852
H -2.2920 -1.4222 -0.8992 0.1021
H 0.9348 1.5496 0.3311 0.0796
H 1.0898 -0.7182 1.4703 0.0346
C 1.0653 -0.3622 -0.6093 -0.4259
C -1.3399 -0.7441 -0.7190 -0.3111
H -2.0525 0.0846 1.9251 -0.0205
C 0.4123 1.1639 -0.5855 -0.3007
H 0.5476 1.7831 -1.4400 0.0456
H 1.7518 -0.4101 -1.4170 0.1060
```

---

Entry two
A single C6H9P molecule. Source: the OMol25 dataset; level of theory: ωB97M-V/def2-TZVPD.

**Gap between HOMO and LUMO**: 8.999 eV
**HOMO energy**: -8.41 eV
**E_LUMO**: 0.59 eV
**SMILES**: CC1=C[C@H](P)C=C1

Geometry as XYZ:
```
16
Properties=species:S:1:pos:R:3:lowdin_charge:R:1
H 0.0398 -0.4887 -3.2590 0.0697
H 1.3331 0.0404 3.3866 -0.1811
H -1.5511 -0.8893 -2.6667 0.0700
C 0.6236 0.9538 0.6192 -0.1622
H -0.8023 0.1324 3.7753 -0.1171
H 1.3606 -0.7887 1.1141 0.0644
C -0.7145 -0.2174 -2.5644 -0.0683
P 0.2638 -0.7914 3.2439 0.7810
C -0.3259 -1.0351 -0.0799 -0.0320
H -0.6271 -2.0010 0.0569 0.0634
H 1.1289 1.7090 1.0533 0.0620
H -1.2166 0.6934 -2.9420 0.0876
C 0.2131 1.1287 -0.6289 -0.0574
C 0.3773 -0.4039 1.1328 -0.4312
C -0.4174 -0.1365 -1.1237 -0.2587
H 0.3147 2.0944 -1.1177 0.1099
```

---

Most stable structure - entry two; separation to the second - 0.0683 hartree.